Entry 1:
{"formula": "C4H8BrN2O4S", "method": "ωB97M-V/def2-TZVPD", "species": ["C", "C", "C", "C", "N", "N", "O", "O", "O", "O", "S", "Br", "H", "H", "H", "H", "H", "H", "H", "H"], "positions_angstrom": [[1.95250, 2.44326, -0.29043], [0.80746, 1.81114, -1.11387], [-0.34834, 1.21570, -0.23643], [-0.09637, -0.15341, 0.30999], [0.90493, -0.46665, 0.98703], [-0.88117, -2.80686, 0.35063], [2.40509, 1.67750, 0.71112], [2.41129, 3.49171, -0.56972], [-2.18753, -1.22939, -1.16340], [0.16392, -1.84091, -1.73415], [-0.85611, -1.44850, -0.78207], [-2.16052, -0.49956, 1.76063], [0.30938, 2.34873, -1.92136], [1.38504, 0.93732, -1.66464], [-1.24654, 1.12986, -1.01301], [-0.79639, 2.02318, 0.51173], [1.74797, 0.85944, 1.00350], [1.01423, -1.42830, 1.21861], [-1.49674, -2.83721, 1.06759], [-0.72985, -3.65869, -0.23703]], "atomic_forces_ev_per_a": [[-1.828, -2.323, 0.233], [1.003, -2.755, 0.073], [-2.729, 2.083, -1.497], [-1.220, -0.159, -1.204], [1.132, 1.262, 0.729], [3.982, 0.146, -5.112], [-1.168, -0.423, 0.325], [1.328, 2.274, -0.455], [-1.615, 1.036, -1.663], [-0.477, 0.401, -0.049], [1.537, -3.394, 3.307], [-0.611, 0.530, 0.908], [0.693, 0.774, 0.370], [-1.338, 1.350, 1.000], [1.651, -0.063, 1.792], [1.324, -1.986, -1.168], [1.308, 0.848, -0.821], [0.008, -0.859, -0.017], [-2.667, 0.202, 2.248], [-0.313, 1.056, 1.000]], "lowdin_charge": [-0.60, -0.10, -0.23, -0.71, 0.08, -0.12, 0.03, 0.09, -0.37, -0.34, 0.53, 0.07, 0.10, 0.16, 0.13, 0.15, 0.09, 0.07, -0.09, 0.07], "total_charge": -1, "lumo_ha": 0.116, "relative_energy_kj_mol": 0.0, "homo_energy_ha": -0.1864, "homo_lumo_gap_ev": 8.2}

Entry 2:
{"formula": "C4H8BrNO2S", "method": "ωB97M-V/def2-TZVPD", "species": ["C", "C", "C", "C", "N", "O", "O", "S", "Br", "H", "H", "H", "H", "H", "H", "H", "H"], "positions_angstrom": [[-2.02432, 1.24194, 0.14828], [-0.49948, 0.98493, -0.17475], [-2.14868, -0.31159, 0.12484], [-0.71293, -0.41955, -0.20099], [0.08388, -1.39648, -0.40806], [2.37651, -0.97012, 0.57050], [4.77623, -0.86092, 0.90421], [3.79012, -0.87176, -0.17774], [3.25715, 1.19982, -0.95509], [-2.34907, 1.58724, 1.07030], [-2.58325, 1.81758, -0.63463], [-0.14235, 1.33144, -1.17449], [0.15446, 1.34107, 0.58899], [-2.54544, -0.73629, 1.07179], [-2.59517, -0.51771, -0.80662], [1.57000, -1.21254, 0.05287], [-0.40767, -2.20705, 0.00060]], "atomic_forces_ev_per_a": [[0.545, -0.708, -2.333], [-0.171, 3.395, -1.620], [-0.794, 0.631, 0.882], [0.974, -2.411, 0.931], [-1.276, -0.085, 1.174], [2.195, -0.244, 1.000], [-1.027, 0.431, -1.374], [-0.363, -0.587, 1.737], [0.436, 0.681, -0.264], [0.196, 1.131, 1.837], [0.474, -0.793, 0.573], [-0.187, 0.273, 0.818], [0.805, 0.094, 0.420], [0.071, -0.250, -1.065], [-1.482, -1.189, -0.720], [-0.758, -0.123, -1.016], [0.363, -0.245, -0.977]], "lowdin_charge": [-0.11, -0.12, -0.10, -0.40, 0.14, -0.45, -0.48, 0.54, 0.24, 0.07, 0.12, 0.13, 0.11, 0.14, 0.11, -0.05, 0.10], "lumo_ha": 0.005, "relative_energy_kj_mol": 0.0, "homo_energy_ha": -0.3559, "homo_lumo_gap_ev": 9.8}

Entry 3:
{"formula": "C4H8BrO2S", "method": "ωB97M-V/def2-TZVPD", "species": ["Br", "C", "C", "C", "S", "O", "O", "C", "H", "H", "H", "H", "H", "H", "H", "H"], "positions_angstrom": [[-2.85270, -2.85124, 0.24892], [0.17536, 1.47719, 0.34478], [0.14045, 0.29891, 1.31941], [0.54626, -1.00598, 0.57488], [0.49663, -0.65488, -1.19933], [-0.35516, -1.58453, -1.89704], [1.85433, -0.45765, -1.68637], [-0.33889, 0.94613, -1.00821], [1.13884, 1.90464, 0.05259], [-0.46662, 2.31499, 0.61881], [-0.84225, 0.18515, 1.76924], [0.83284, 0.38379, 2.16039], [-0.29332, -1.69463, 0.73536], [1.46431, -1.52657, 0.82532], [-1.40534, 0.71621, -0.97921], [-0.09475, 1.54845, -1.87954]], "atomic_forces_ev_per_a": [[0.038, 0.153, 0.248], [-0.357, 0.379, -1.532], [1.428, -0.428, 0.206], [-1.603, -0.085, -0.202], [-0.292, -0.368, 0.116], [0.500, 0.455, 0.012], [-0.273, 0.300, 0.238], [-0.058, -0.676, 0.271], [0.346, -0.249, 0.887], [0.045, -0.066, 0.371], [-0.200, -0.073, -0.315], [-0.010, 0.503, -0.034], [0.128, -0.290, -0.299], [0.265, 0.436, 0.058], [0.020, -0.084, -0.073], [0.022, 0.095, 0.049]], "lowdin_charge": [-0.74, -0.23, -0.20, -0.23, 0.64, -0.36, -0.36, -0.23, 0.11, 0.10, 0.11, 0.10, 0.01, 0.10, 0.11, 0.10], "total_charge": -1, "lumo_ha": 0.117, "relative_energy_kj_mol": 22.0, "homo_energy_ha": -0.1318, "homo_lumo_gap_ev": 6.8}

Entry 4:
{"formula": "C4H8CdO3", "method": "ωB97M-V/def2-TZVPD", "species": ["O", "C", "Cd", "O", "C", "H", "H", "C", "H", "H", "O", "C", "H", "H", "H", "H"], "positions_angstrom": [[1.49685, -1.37790, -1.14047], [0.71012, -0.52863, -0.62023], [-1.54056, -0.19751, 1.32352], [-0.31005, -0.79722, -0.01785], [2.46221, -0.97050, -2.17609], [3.43368, -1.26481, -1.76524], [2.18272, -1.55191, -3.06122], [2.35626, 0.52234, -2.41358], [1.53015, 0.53460, -3.14831], [2.12620, 1.70035, -2.45868], [-2.64476, -0.18875, 2.73725], [-3.51835, 0.62972, 3.43420], [-3.00349, 1.49296, 3.90129], [-4.31960, 1.04124, 2.78983], [-4.01624, 0.07412, 4.25119], [3.05485, 0.88190, -1.63562]], "atomic_forces_ev_per_a": [[-0.653, -1.868, 0.478], [1.258, 1.610, -1.327], [0.750, 0.585, -1.181], [0.874, -1.346, -1.002], [-0.105, 0.749, 0.403], [-0.300, 0.086, -0.333], [0.177, 0.177, 0.357], [-0.203, 0.320, 0.074], [0.440, 0.885, -0.118], [0.141, -2.020, 0.363], [-1.847, -0.728, 2.725], [-0.947, 1.365, 0.589], [-0.154, -0.378, -0.193], [0.312, -0.208, 0.213], [0.368, -0.003, -0.445], [-0.111, 0.775, -0.603]], "lowdin_charge": [0.02, -0.26, 1.48, -0.15, -0.15, 0.13, 0.14, -0.12, 0.14, 0.22, -0.57, -0.27, 0.08, 0.08, 0.09, 0.14], "multiplicity": 2, "s2": 0.77, "total_charge": 1, "lumo_ha": [-0.161, -0.199], "relative_energy_kj_mol": 535.0, "homo_energy_ha": [-0.4611, -0.4516], "homo_lumo_gap_ev": [8.2, 6.9]}

Entry 5:
{"formula": "C4H8Cl2FeIO16S2", "method": "ωB97M-V/def2-TZVPD", "species": ["Fe", "I", "Cl", "O", "O", "O", "O", "Cl", "O", "O", "O", "O", "C", "C", "O", "S", "O", "O", "O", "H", "H", "H", "H", "C", "C", "O", "S", "O", "O", "O", "H", "H", "H", "H"], "positions_angstrom": [[-1.03734, -1.27344, 1.91651], [-3.68824, -1.40411, 2.10554], [0.50159, -4.46336, 2.64207], [1.62221, -4.26830, 1.79639], [-0.32433, -3.26556, 2.54307], [-0.28495, -5.59813, 2.23795], [0.87246, -4.63589, 3.99926], [1.26804, 0.38535, 3.02126], [1.65774, 1.75531, 3.04406], [1.49114, -0.25715, 1.71413], [1.91554, -0.39521, 4.01417], [-0.20329, 0.28937, 3.20182], [-0.96325, 3.60737, -1.84385], [-0.19635, 3.97707, -0.58063], [-0.42693, 3.06905, 0.45618], [-1.78997, 2.24282, 0.18662], [-2.86574, 2.94834, 0.81734], [-1.55440, 0.85335, 0.43746], [-1.86963, 2.58807, -1.42684], [-0.30675, 3.23312, -2.63340], [-1.50872, 4.42313, -2.31665], [-0.48145, 4.98064, -0.23777], [0.85607, 4.18589, -0.78800], [1.66051, -1.72321, -2.46609], [1.17667, -0.23194, -2.62262], [0.13511, -0.12064, -1.66425], [-0.66342, -1.52516, -1.56594], [-1.56181, -1.73251, -2.66551], [-1.15392, -1.71838, -0.22664], [0.63369, -2.42042, -1.77885], [2.55424, -1.59142, -1.85527], [1.86784, -2.25089, -3.38949], [0.71849, -0.16974, -3.61446], [1.94915, 0.50656, -2.45756]], "atomic_forces_ev_per_a": [[0.067, -0.194, 0.642], [0.406, 0.009, 0.092], [-0.678, -0.970, 0.078], [0.879, -0.085, -0.591], [-1.052, 1.475, -0.137], [0.085, 0.344, -0.378], [0.493, 0.193, 0.733], [0.059, -1.543, -1.072], [-0.032, -0.053, -0.120], [-0.123, 0.676, 0.220], [0.114, 0.404, 0.410], [-0.562, -0.204, -0.058], [0.113, -0.640, -0.008], [0.525, 2.950, -0.182], [-0.205, -1.281, -0.438], [-0.203, 0.964, 0.072], [0.696, -0.783, -0.500], [-0.192, 1.470, -0.606], [-0.105, -0.917, 0.801], [-0.016, -0.456, 0.220], [-0.201, 0.148, 0.486], [-0.588, -0.199, 0.083], [0.206, -1.088, 0.203], [0.761, 1.542, 0.378], [-0.960, -1.922, -1.335], [-0.871, -0.188, 0.548], [0.076, -0.234, 0.162], [0.805, 0.576, 0.916], [0.711, 0.197, -1.321], [-0.313, 0.005, 0.378], [-0.058, -1.040, 0.271], [0.045, 0.202, -0.161], [0.186, 0.597, -0.018], [-0.069, 0.045, 0.235]], "lowdin_charge": [0.52, 0.06, 0.64, -0.34, -0.46, -0.34, -0.33, 0.69, -0.31, -0.38, -0.29, -0.43, -0.16, -0.21, -0.16, 0.68, -0.21, -0.30, -0.19, 0.12, 0.13, 0.13, 0.13, -0.14, -0.15, -0.20, 0.67, -0.20, -0.32, -0.16, 0.13, 0.13, 0.12, 0.13], "multiplicity": 5, "s2": 6.01, "total_charge": -1, "lumo_ha": [0.062, 0.062], "relative_energy_kj_mol": 147.0, "homo_energy_ha": [-0.2065, -0.2045], "homo_lumo_gap_ev": [7.3, 7.3]}

Entry 6:
{"formula": "C4H8Cl2N2", "method": "ωB97M-V/def2-TZVPD", "species": ["N", "C", "C", "N", "C", "C", "Cl", "Cl", "H", "H", "H", "H", "H", "H", "H", "H"], "positions_angstrom": [[-2.13054, -0.51455, 0.42509], [-0.98651, -1.25122, -0.06185], [0.26487, -0.46615, -0.46464], [0.07220, 0.87778, -1.06804], [1.28487, 1.35791, -0.36824], [1.25416, 0.12458, 0.56822], [0.51811, 0.49773, 2.15490], [2.77268, -0.75039, 0.81076], [-2.56633, 0.08896, -0.29176], [-1.90694, 0.03751, 1.23067], [-0.67804, -1.98196, 0.71633], [-1.32030, -1.84817, -0.94078], [0.84650, -1.10896, -1.18779], [-0.74774, 1.30225, -0.63599], [2.16111, 1.31895, -1.02829], [1.16190, 2.31572, 0.14140]], "atomic_forces_ev_per_a": [[-0.534, 0.416, -0.780], [0.058, -0.735, -0.165], [0.189, -0.691, -0.794], [-0.129, -0.174, 0.063], [0.079, -0.036, 0.349], [-0.068, 0.150, -0.404], [0.039, -0.034, -0.110], [-0.013, -0.008, 0.045], [0.437, -0.586, 0.604], [0.024, 0.251, 0.313], [-0.168, 0.326, -0.419], [0.262, 0.378, 0.553], [-0.383, 0.646, 0.763], [0.136, -0.052, -0.048], [-0.208, 0.185, 0.230], [0.279, -0.036, -0.200]], "lowdin_charge": [-0.01, -0.26, -0.39, 0.00, -0.23, -1.14, 0.63, 0.61, 0.08, 0.02, 0.12, 0.12, 0.15, 0.08, 0.11, 0.11], "smiles": "NC[C@H]1NCC1(Cl)Cl", "lumo_ha": 0.028, "relative_energy_kj_mol": 33.9, "homo_energy_ha": -0.3527, "homo_lumo_gap_ev": 10.4}